Here is C32H86CdN5O13 as an isolated structure from OMol25. Energies are from ωB97M-V with the def2-TZVPD basis set.

XYZ file:
```
137
Properties=species:S:1:pos:R:3:forces:R:3:mulliken_charge:R:1
O -1.633985 -2.569045 1.650214 -0.2 0.6 0.4 -0.3226
H -2.568888 -2.846574 1.561332 0.2 -0.1 0.3 0.4005
H -1.517515 -1.756775 2.195186 -0.2 -0.2 -0.7 0.2409
H -1.079894 -3.338485 2.054610 0.6 -0.7 -0.6 0.5526
O -4.211356 0.962638 -0.112712 0.1 -0.5 -0.1 -0.3889
H -3.915219 1.887271 -0.397283 0.3 1.0 -0.4 0.5940
H -3.480409 0.612209 0.473598 0.4 0.2 -0.1 0.1514
H -4.276216 0.441662 -0.946943 -0.2 0.3 0.1 0.4615
Cd -2.390716 0.722021 3.507822 0.7 0.7 -0.4 0.9264
C -0.753589 -0.038593 -0.569287 0.2 0.2 0.3 -0.5347
C -0.701716 0.838845 0.676295 0.6 -0.2 1.1 1.3452
O -1.886226 0.643562 1.463491 -1.9 -0.7 0.5 -0.0521
H -0.668958 -1.118918 -0.436098 0.1 0.1 0.6 0.1291
H 0.105099 0.229325 -1.187081 -0.3 0.2 -0.4 0.0321
H -1.705542 0.110290 -1.079578 0.2 0.3 -0.4 0.0721
H -0.596238 1.912267 0.489809 -0.3 -0.1 -0.5 -0.2575
H 0.137453 0.634129 1.352889 0.2 -0.3 -0.5 -0.6752
C 2.803891 -0.433052 2.563945 0.9 1.2 -0.8 0.3761
O 3.809964 -0.213275 1.578191 -0.3 -0.7 0.0 -0.4322
C 3.452085 -0.588388 0.225136 0.4 0.7 1.0 0.3532
C 4.633594 -1.377860 -0.335255 -1.2 0.1 0.3 -1.1913
N 4.625318 -2.667778 0.341620 -0.6 0.3 0.0 0.0914
C 5.764544 -3.541505 0.076293 0.0 0.3 0.7 -0.6246
C 5.819585 -4.686043 1.076949 0.5 0.3 -0.4 -0.4967
O 6.257201 -4.300043 2.364447 -0.1 0.2 0.4 -0.3954
C 5.332237 -3.823232 3.290237 -1.5 0.1 0.0 -0.4203
H 3.231380 0.000955 3.466216 -0.2 -0.2 0.2 0.3116
H 2.540037 -1.481453 2.715331 -0.1 -0.1 -0.1 0.2320
H 1.960945 0.197700 2.246487 -0.5 -0.3 0.4 -0.8312
H 3.255327 0.337606 -0.325326 0.2 0.0 -0.2 0.2005
H 2.506166 -1.133304 0.270658 0.1 -0.4 -0.3 -0.0634
H 5.533180 -0.805155 -0.084726 0.1 0.1 -0.4 0.4073
H 4.449968 -1.441909 -1.409827 0.5 -0.3 -0.1 0.5124
H 4.570469 -2.402138 1.321191 0.4 -0.4 0.0 -0.1380
H 6.697531 -2.974331 0.184138 0.1 -0.1 -0.4 0.3606
H 5.629082 -3.957698 -0.922891 0.3 0.1 -0.1 0.3846
H 6.628633 -5.355593 0.791192 -0.3 -0.3 -0.4 0.3797
H 4.840295 -5.176467 1.032411 0.1 -0.3 0.6 0.2454
H 4.332970 -4.269703 3.149101 0.1 -0.4 -0.1 0.0828
H 5.089021 -2.751775 3.235213 0.6 0.2 -0.1 0.1737
H 5.614438 -4.044814 4.316675 0.4 -0.1 -0.1 0.3875
C 2.287786 5.578286 -3.702324 1.5 -0.6 -1.1 -0.7696
O 1.539443 4.383965 -3.797322 -0.8 -0.1 0.6 -0.2700
C 2.284015 3.234987 -3.444006 -0.5 0.5 0.4 -0.7793
C 1.317632 2.114005 -3.042984 -0.6 0.2 0.3 -0.5580
N 0.400556 1.577876 -4.026368 0.7 -0.9 -0.6 0.4157
C 0.981070 0.484575 -4.801558 0.6 -0.1 -1.6 -0.8949
C 0.076020 0.194109 -6.014534 -0.3 0.8 1.4 -0.5871
O -0.060009 1.439150 -6.676840 -0.1 0.0 -0.2 -0.3296
C -1.144731 1.450903 -7.579249 -0.3 0.1 -0.8 -0.7095
H 2.955473 5.586338 -2.832074 -0.6 0.2 0.4 0.2751
H 1.673194 6.464610 -3.806463 -0.3 -0.2 0.2 0.2647
H 3.017872 5.565416 -4.526308 -0.2 0.3 -0.1 0.3303
H 2.864894 3.474011 -2.544329 0.2 -0.1 0.0 0.3572
H 2.991295 3.002877 -4.244258 -0.1 -0.4 -0.1 0.4047
H 0.608665 2.456546 -2.274738 0.7 0.6 0.4 0.0069
H 1.888853 1.300448 -2.586959 0.1 -0.1 -0.1 0.3619
H 0.126039 2.293925 -4.696165 0.0 0.0 0.1 0.3235
H 1.230901 -0.408024 -4.223140 -0.7 0.0 0.3 0.4016
H 1.964394 0.711733 -5.241875 0.1 0.6 0.1 0.3726
H -0.893675 -0.064147 -5.572319 -0.2 -0.4 -0.4 0.2159
H 0.444491 -0.585973 -6.677598 0.1 -0.1 0.0 0.4922
H -1.213281 2.392369 -8.123537 0.4 0.2 0.4 0.2703
H -2.111544 1.308604 -7.088085 0.0 -0.2 0.2 0.2032
H -1.028175 0.711065 -8.375948 0.0 -0.3 0.2 0.3409
C 1.477996 -3.961728 0.958543 0.8 0.2 -0.8 -0.8401
O 0.404317 -4.067307 1.868173 -0.6 -0.3 1.0 -0.2169
C 0.503927 -5.106424 2.832454 0.6 -1.3 0.5 -0.4385
C -0.808410 -5.244061 3.548956 0.1 0.7 -1.3 -1.0438
N -1.937213 -5.271970 2.616603 -0.7 1.6 0.8 -0.0905
C -3.223816 -5.585877 3.257574 0.5 -0.5 -0.7 -0.7254
C -4.312506 -5.824955 2.227886 0.7 -0.8 1.1 -0.4300
O -5.507052 -5.930195 2.968030 -0.1 0.3 -1.2 -0.3026
C -6.617893 -5.854631 2.094306 -1.5 0.5 0.0 -0.7898
H 2.378143 -3.490464 1.360657 -0.3 0.2 0.2 0.2824
H 1.103745 -3.381731 0.113338 0.2 0.0 0.0 0.2629
H 1.835710 -4.926997 0.588872 -0.5 -0.2 0.1 0.3735
H 1.258017 -4.949328 3.611508 0.2 0.6 -0.3 0.2722
H 0.799886 -6.069758 2.402736 -0.1 0.2 -0.6 0.4885
H -0.862065 -4.302045 4.110216 -0.5 -0.3 0.7 0.2758
H -0.741634 -6.114470 4.201452 -0.2 0.1 0.2 0.5533
H -1.846723 -5.481526 1.637145 0.4 -0.8 0.2 0.2944
H -3.599110 -4.805108 3.923048 0.4 0.1 0.2 0.2741
H -3.046317 -6.519582 3.795290 -0.5 0.1 0.5 0.2778
H -4.057728 -6.783982 1.761153 -0.4 0.1 -0.5 0.3385
H -4.305629 -5.022846 1.476843 -0.3 0.1 -0.1 0.2484
H -7.545673 -6.029240 2.640352 0.3 -0.4 0.3 0.3044
H -6.630866 -6.528157 1.235490 0.5 -0.3 0.2 0.3249
H -6.798546 -4.845539 1.699182 0.6 0.2 0.0 0.2850
C 0.837721 1.655442 6.804447 -1.0 -0.2 0.3 -0.7897
O 1.693257 2.290521 5.898616 -0.1 0.1 0.2 -0.2327
C 1.511480 3.702199 5.878360 0.4 0.1 -0.6 -0.7381
C 2.249978 4.129021 4.596851 -1.4 0.8 0.8 -0.4631
N 1.350496 3.813051 3.493644 1.5 -1.1 -0.9 -0.1153
C 1.771399 4.271372 2.173785 0.6 -0.1 0.0 -0.2762
C 2.983295 3.471165 1.612463 0.5 -1.3 0.5 0.0725
O 4.204723 3.796652 2.216309 -0.4 0.4 -0.2 -0.3361
C 5.320586 4.145319 1.415099 1.0 -0.1 0.6 -0.7894
H -0.239724 1.776403 6.580513 0.1 0.5 -0.4 0.2575
H 0.921335 2.078233 7.809337 0.4 -0.5 0.1 0.3370
H 0.955243 0.573588 6.741789 0.7 0.1 0.4 0.2641
H 1.887275 4.265835 6.738562 0.3 -0.6 0.2 0.4853
H 0.435777 3.893089 5.833209 0.0 0.3 -0.3 0.3523
H 3.167287 3.533364 4.555864 0.1 0.3 -0.1 0.2620
H 2.438907 5.202661 4.571542 0.2 -0.1 0.2 0.5108
H 1.448011 2.795115 3.446208 -0.8 0.0 0.0 0.1149
H 2.115235 5.305488 2.202431 -0.6 0.2 0.0 0.3836
H 0.940393 4.083831 1.492916 0.0 0.4 -0.2 -0.0513
H 3.026823 3.460263 0.520041 0.0 0.5 0.0 0.3409
H 2.856335 2.421019 1.925116 -0.5 -0.1 -0.3 -0.1234
H 5.629070 3.410995 0.665159 -0.7 -0.1 -0.2 0.3073
H 6.143630 4.106322 2.130479 0.0 0.4 -0.1 0.2890
H 5.272686 5.147238 0.988580 -0.3 0.0 -0.1 0.3125
C -2.665208 4.277625 0.100261 0.4 0.6 1.1 -0.7126
O -3.141000 3.302626 -0.814881 0.1 -0.2 0.7 -0.4351
C -2.737173 3.591558 -2.140674 0.1 -0.7 -2.0 -0.5694
C -3.107114 2.457403 -3.072034 -1.2 0.5 -1.8 -0.7082
N -4.533829 2.166893 -3.111104 0.0 -1.4 1.1 -0.0911
C -4.980563 1.296861 -4.202159 -1.2 0.4 1.7 -0.5433
C -6.519130 1.159110 -4.063593 0.8 -0.8 -1.1 -0.6346
O -7.009679 0.405608 -5.149002 -0.7 0.4 -0.6 -0.3775
C -6.690036 -0.968384 -5.166620 0.5 0.2 1.3 -0.6260
H -2.423999 5.251913 -0.328199 -0.1 -0.3 -0.6 0.3874
H -1.756320 3.927122 0.598866 0.1 -0.1 -0.1 0.0655
H -3.379575 4.541251 0.883434 -0.4 -0.5 -0.2 0.3318
H -1.663508 3.663648 -2.360013 0.2 0.4 1.1 0.3855
H -3.216406 4.526499 -2.438270 0.0 0.0 -0.1 0.4698
H -2.488710 1.550772 -3.020180 -0.2 -0.1 0.9 0.0966
H -2.853036 2.716518 -4.113517 0.5 0.8 0.2 0.5010
H -5.203203 2.890867 -2.897932 0.5 0.5 -0.2 0.2960
H -4.526371 0.332990 -3.974333 0.3 -0.1 -0.9 0.3444
H -4.838339 1.723846 -5.197374 0.6 -0.3 -0.1 0.2125
H -6.917995 2.166168 -4.185090 -0.4 -0.1 0.2 0.4371
H -6.825634 0.688662 -3.123602 0.1 0.2 0.2 0.3121
H -7.146724 -1.503372 -5.991702 -0.1 0.4 -0.2 0.2714
H -7.052145 -1.428961 -4.236441 0.0 -0.1 0.0 0.2650
H -5.601208 -1.071717 -5.181653 0.0 -0.4 -0.3 0.2497
```
Forces are in eV/Å.

Computed properties:
- Total charge: +3

=====

Here is a 10-piece molecular cluster, C32H86N2O12 overall from OMol25. Energies are from ωB97M-V with the def2-TZVPD basis set.

XYZ file:
```
132
Properties=species:S:1:pos:R:3:forces:R:3:mulliken_charge:R:1
C 3.400276 -4.895646 -7.992456 0.1 0.3 0.3 -0.7431
O 2.207056 -4.866606 -7.248736 -1.0 -0.4 -0.5 -0.2800
C 1.046676 -5.052986 -8.105356 0.1 0.1 1.6 -0.5805
C -0.190154 -5.129116 -7.205196 0.0 0.2 0.0 -0.7039
N -0.423484 -3.939966 -6.376286 0.8 -0.5 0.0 -0.4211
C -1.287204 -4.277086 -5.262836 -0.4 1.5 0.5 -0.8239
C -1.275544 -3.166856 -4.215566 -1.1 0.2 -0.4 -0.3009
O -0.053644 -3.115256 -3.583476 1.7 0.0 1.4 -0.4012
C -0.048354 -2.204976 -2.482966 0.0 0.2 -0.5 0.2146
H 3.450336 -3.989166 -8.595696 0.2 -0.1 -0.4 0.3039
H 3.482546 -5.802186 -8.592066 -0.1 0.0 -0.3 0.2869
H 4.248806 -4.892526 -7.308296 -0.1 0.1 0.2 0.2295
H 1.108736 -6.021686 -8.601216 0.2 0.0 -0.4 0.4263
H 0.979076 -4.229346 -8.816086 0.0 0.0 -0.2 0.3701
H -0.104874 -5.985086 -6.535756 0.3 -0.5 -0.1 0.3705
H -1.069034 -5.330346 -7.817706 -0.1 0.1 -0.2 0.3705
H 0.460446 -3.802746 -5.907296 0.6 0.5 -0.2 0.2983
H -0.954454 -5.139276 -4.684896 -0.2 -0.7 -0.3 0.3813
H -2.307984 -4.328186 -5.641636 -0.1 -0.6 0.2 0.3731
H -2.038104 -3.368276 -3.463216 -0.4 -0.1 0.0 0.3451
H -1.486974 -2.182356 -4.632876 -0.3 0.1 -0.4 0.2792
H -0.963984 -2.242936 -1.892806 -0.3 -0.3 0.0 -0.0626
H 0.038646 -1.182236 -2.849746 0.0 0.3 -0.1 -0.0685
H 0.793896 -2.361266 -1.808956 0.0 -0.4 -0.3 0.0522
C -6.699064 -1.035266 1.267554 0.5 -1.4 -1.0 -1.0508
O -5.543814 -0.302486 0.867044 -1.9 0.3 1.1 -0.2646
C -5.567354 0.901854 1.618064 1.2 0.8 -1.2 -1.0544
C -4.485064 1.747974 0.976734 0.5 1.4 0.3 0.8949
N -4.712364 3.142834 1.327154 0.5 0.8 -0.1 -0.3945
C -3.472834 3.967514 1.352254 -0.2 -1.1 1.4 -0.7662
C -2.592694 3.681844 2.600054 -0.5 0.5 0.4 -0.0958
O -3.404884 4.007134 3.726864 0.4 0.2 1.1 -0.4640
C -2.780694 3.797444 5.023754 -1.0 -0.4 -1.2 -0.7770
H -6.520954 -1.459796 2.255564 -0.4 0.1 0.2 0.3872
H -6.795654 -1.857886 0.558994 0.1 -0.2 0.1 0.2829
H -7.645954 -0.504616 1.168004 0.2 0.5 0.3 0.3420
H -5.490014 0.787354 2.699264 0.8 -0.6 0.2 0.3638
H -6.491604 1.478444 1.580484 -0.5 -0.3 -0.9 0.5660
H -4.473294 1.737354 -0.113146 -0.4 -0.7 -0.1 -0.0152
H -3.469264 1.483074 1.270154 0.1 -0.7 0.3 -0.6256
H -5.160594 3.166564 2.231934 0.2 0.4 0.3 0.3619
H -3.751904 5.017024 1.445784 0.0 0.0 -0.3 0.4339
H -2.851954 3.783974 0.475374 -0.3 0.1 -0.2 0.1506
H -1.709864 4.320704 2.576534 0.2 0.2 -0.1 0.6838
H -2.231144 2.665274 2.754894 -0.1 -0.4 -0.5 -0.0144
H -1.841104 4.337334 5.141204 0.0 0.1 -0.1 0.3021
H -2.634894 2.727384 5.171424 0.4 -0.2 -0.1 0.2854
H -3.520194 4.081124 5.772604 0.1 0.4 -0.1 0.2989
C -2.805134 -1.925566 2.275714 0.3 0.0 1.5 -0.9154
C -2.743904 -2.568876 0.957034 -0.9 0.5 -3.2 0.2490
C -3.781734 -3.652936 0.667554 0.2 0.7 1.4 -1.2030
O -3.075024 -1.552626 -0.015816 1.3 0.3 -0.6 -0.0700
H -3.818814 -1.575056 2.469844 -0.2 -0.5 0.3 0.1113
H -2.229044 -1.006626 2.384184 0.4 -0.1 -0.5 0.0621
H -2.408314 -2.619466 3.016754 -0.4 0.1 0.5 0.4167
H -1.772814 -2.980556 0.682054 0.3 0.4 0.1 0.4687
H -3.500174 -4.416806 1.392344 -0.9 -0.8 -0.4 0.4082
H -3.895544 -3.930646 -0.380316 0.8 -0.3 0.2 0.2809
H -4.727794 -3.153876 0.877334 -0.3 -0.5 0.6 0.1551
H -3.936924 -1.210146 0.232034 -0.4 0.3 0.0 0.2061
C 3.813906 -3.107856 4.901574 -0.8 0.6 0.8 -1.1269
C 3.517866 -3.846826 3.592404 0.3 2.3 1.0 0.2884
C 2.832526 -2.885916 2.565294 1.3 -1.0 0.6 -0.7788
O 4.811956 -4.215036 3.144514 -0.2 -0.9 -1.1 -0.5472
H 4.569536 -2.322436 4.885974 0.0 0.2 -1.0 0.2573
H 4.243626 -3.712786 5.700004 -0.5 -0.7 0.0 0.3826
H 2.904506 -2.618856 5.250804 -0.1 -0.1 0.4 0.2647
H 2.842796 -4.675016 3.808004 0.2 -0.4 -0.2 0.2519
H 2.044516 -2.290086 3.025864 -0.1 -0.3 -0.1 0.1747
H 2.523206 -3.491736 1.713594 -0.3 0.3 -0.1 0.3330
H 3.615656 -2.205376 2.231094 0.0 0.1 -0.1 0.1621
H 5.021596 -5.050426 3.568524 0.2 -0.1 -0.1 0.3401
C 3.328416 -1.041406 -1.384416 0.1 0.0 0.6 -1.1801
C 3.328256 0.467684 -1.244996 2.5 -0.3 -0.7 1.9459
C 4.687146 1.058654 -1.821366 -1.4 -0.1 0.5 -1.5149
O 2.237056 0.938424 -1.958346 -1.3 1.3 -0.1 -0.5273
H 2.603566 -1.454016 -0.682666 0.1 -0.3 0.0 0.0592
H 4.322886 -1.449886 -1.204746 -0.2 -0.2 0.1 0.5237
H 2.993886 -1.300106 -2.389036 0.2 -0.1 -0.1 0.3253
H 3.221986 0.794974 -0.210736 -0.2 -0.1 0.0 -1.0233
H 4.638096 0.996164 -2.908466 0.2 -0.1 -0.1 0.4079
H 5.554956 0.505384 -1.462346 -0.1 0.1 0.0 0.3788
H 4.773486 2.115794 -1.570176 0.1 0.0 0.1 0.3548
H 2.358636 0.733654 -2.888336 -0.1 0.0 -0.1 0.3508
C 1.150046 6.595244 -0.770546 -0.2 0.8 -0.6 -1.6399
C 1.030806 5.119044 -0.835996 1.3 -1.6 0.7 0.5423
C 2.385186 4.390484 -0.585806 -0.5 0.3 -0.8 -0.6852
O 0.208026 4.706354 0.213934 -1.1 0.6 1.0 -0.4654
H 0.170066 7.044344 -0.931966 0.0 0.1 0.0 0.3970
H 1.806526 6.940814 -1.569106 0.1 0.1 0.0 0.3852
H 1.527066 6.950974 0.188314 0.1 -0.2 0.0 0.3562
H 0.591326 4.761714 -1.767276 0.1 0.2 -0.4 0.2174
H 2.870996 4.841154 0.279634 0.1 -0.1 0.0 0.3104
H 3.033046 4.416384 -1.461986 0.2 0.2 0.0 0.4027
H 2.163346 3.341154 -0.391386 0.1 0.0 0.1 -0.1595
H 0.070036 3.757604 0.164664 -0.1 -0.5 -0.1 0.4001
C -2.782154 2.139234 -2.553326 0.5 -0.2 0.0 -0.7369
C -2.555664 0.783864 -3.241606 0.4 1.6 0.7 0.1850
O -3.310024 -0.177066 -2.605306 -1.1 -1.3 -0.1 -0.5305
H -3.840014 2.377014 -2.441576 -0.1 0.0 -0.6 0.3775
H -2.227824 2.889754 -3.116816 -0.2 0.4 0.1 0.4616
H -2.412564 2.139844 -1.527896 0.4 -0.1 0.0 -0.2436
H -1.515964 0.473324 -3.138286 0.4 0.4 -0.5 -0.2246
H -2.812064 0.910754 -4.293386 -0.1 -0.5 -0.1 0.4477
H -2.820934 -0.447026 -1.824606 -0.2 -0.3 0.4 0.2525
C 1.019896 2.201614 4.955194 0.5 0.4 0.4 -0.5119
C 1.805076 1.001364 5.440934 -1.9 0.2 -0.1 -0.4550
O 1.740056 0.056624 4.392524 0.8 -0.5 0.5 -0.4247
H 1.537286 2.622084 4.092864 -0.1 0.1 -0.1 -0.0879
H 1.017516 2.959924 5.738174 -0.4 0.2 0.0 0.4841
H 0.015776 1.893984 4.663284 0.0 0.2 0.1 0.0786
H 1.243086 0.557184 6.262504 0.3 0.0 0.4 0.4100
H 2.793666 1.319024 5.772414 0.3 -0.4 -0.1 0.2809
H 2.517266 0.259774 3.866894 0.2 -0.3 -0.7 0.1331
C 4.589416 2.993124 3.506664 -0.4 0.1 -0.1 -1.3567
C 3.875196 2.177314 2.374724 0.7 1.6 1.6 0.3174
O 3.841276 0.830704 2.798834 0.2 -0.4 -0.7 -0.4574
H 4.271446 2.713934 4.511184 -0.3 -0.6 -0.1 0.2618
H 4.360726 4.058754 3.521684 0.2 0.1 -0.6 0.3591
H 5.666656 2.826804 3.508844 0.1 0.2 -0.3 0.3795
H 4.448796 2.267824 1.452284 -0.2 0.1 -0.2 0.3923
H 2.866536 2.559724 2.218314 0.0 -0.3 -0.1 -0.1536
H 4.691866 0.500364 2.500564 0.0 -0.7 0.3 0.2574
C 0.535986 0.497924 1.628274 0.4 -1.3 -0.5 -0.2725
C -0.336914 0.661904 0.378504 0.2 0.2 1.5 1.6461
O 0.023026 1.870394 -0.220136 -0.5 1.5 -0.5 0.4930
H 0.628306 1.403074 2.228514 -0.3 0.2 -0.4 -0.2966
H 1.544146 0.195034 1.345504 0.2 0.0 0.1 0.0111
H 0.162336 -0.271726 2.303654 0.0 -0.1 0.0 0.5618
H -1.336854 0.717674 0.808754 -0.4 0.3 -0.8 -1.1929
H -0.308464 -0.083046 -0.416696 0.1 -0.7 0.5 -0.4870
H 0.797246 1.737894 -0.772056 0.2 -0.3 -0.4 -0.4390
```
Forces are in eV/Å.

Computed properties:
- Structure (SMILES): COCCNCCOC.COCCNCCOC.CC(C)O.CC(C)O.CC(C)O.CC(C)O.CCO.CCO.CCO.CCO
- Energy relative to the best compared isomer or geometry (same formula, charge and spin): 147.32 kJ/mol

=====

no.,gap between HOMO and LUMO (Eh),LUMO energy (eV)
1,0.0671,-12.82
2,0.3220,0.38